1.
Entry from the OMol25 dataset: a cluster of 3 separate species, C20H38ClINO11S in total in a non-equilibrium geometry (ωB97M-V/def2-TZVPD).

Bonds (Å) are listed after each position.
Geometry (Å):
1 C -5.08691 -1.77227 0.19989  C2 1.543, H24 1.092, H25 1.086, H26 1.092
2 C -5.41397 -2.28568 1.61807  C1 1.543, C3 1.527, H27 1.087, H28 1.092
3 C -4.48445 -1.72348 2.69126  C2 1.527, I4 2.176, C5 1.542, H29 1.089
4 I -5.57030 -1.81986 4.57508  C3 2.176
5 C -3.05808 -2.26311 2.92127  C3 1.542, C6 1.585, O14 1.498, C19 1.567
6 C -2.32781 -1.24696 3.89405  C5 1.585, C7 1.529, H30 1.084, H31 1.093
7 C -1.06486 -0.44231 3.58434  C6 1.529, C8 1.529, H32 1.100, H33 1.081
8 C -1.36398 1.00142 3.18027  C7 1.529, C9 1.535, H34 1.095, H35 1.090
9 C -0.11246 1.77531 2.74263  C8 1.535, N10 1.494, H36 1.094, H37 1.095
10 N -0.27174 2.42779 1.40858  C9 1.494, C11 1.439, H38 1.017
11 C 0.89975 2.29760 0.58240  N10 1.439, C12 1.523, O13 1.208
12 C 2.24522 2.70820 1.16728  C11 1.523, H39 1.088, H40 1.092, H41 1.092
13 O 0.83288 1.89513 -0.55453  C11 1.208
14 O -3.09946 -3.52577 3.72592  C5 1.498, S15 1.579
15 S -1.66612 -4.18865 3.69625  O14 1.579, O16 1.428, O17 1.420, O18 1.605
16 O -0.85746 -3.75174 4.78957  S15 1.428
17 O -1.82365 -5.57962 3.45757  S15 1.420
18 O -1.14988 -3.40847 2.39158  S15 1.605, C19 1.439
19 C -2.27343 -2.84057 1.69434  C5 1.567, O18 1.439, Cl20 1.817, C21 1.601
20 Cl -3.14361 -4.25421 0.95538  C19 1.817
21 C -1.84517 -1.85493 0.50818  C19 1.601, O22 1.227, O23 1.200
22 O -1.40184 -0.79066 0.92795  C21 1.227
23 O -2.03969 -2.24274 -0.61106  C21 1.200
24 H -5.99528 -1.38300 -0.26360  C1 1.092
25 H -4.67155 -2.54924 -0.43538  C1 1.086
26 H -4.36923 -0.95016 0.22859  C1 1.092
27 H -5.45220 -3.37054 1.66413  C2 1.087
28 H -6.41849 -1.94058 1.87036  C2 1.092
29 H -4.36856 -0.65364 2.52143  C3 1.089
30 H -2.13953 -1.81728 4.79599  C6 1.084
31 H -3.09199 -0.51528 4.16779  C6 1.093
32 H -0.48444 -0.40436 4.51772  C7 1.100
33 H -0.43137 -0.90439 2.84052  C7 1.081
34 H -1.79445 1.50253 4.05328  C8 1.095
35 H -2.06851 1.02512 2.34879  C8 1.090
36 H 0.73307 1.08146 2.70381  C9 1.094
37 H 0.13903 2.53856 3.48637  C9 1.095
38 H -0.36679 3.42466 1.58677  N10 1.017
39 H 2.19030 3.05442 2.19728  C12 1.088
40 H 2.91514 1.84979 1.08863  C12 1.092
41 H 2.66097 3.49034 0.52900  C12 1.092
42 C -0.17224 2.00753 -4.83234  O43 1.408, H48 1.091, H49 1.094, H50 1.098
43 O 0.13841 0.68140 -4.47539  C42 1.408, C44 1.433
44 C -0.38473 0.30628 -3.19512  O43 1.433, C45 1.507, H51 1.093, H52 1.092
45 C -1.65803 -0.49429 -3.29661  C44 1.507, O46 1.432, H53 1.090, H54 1.095
46 O -2.72121 0.26824 -3.87932  C45 1.432, C47 1.406
47 C -2.92415 -0.00514 -5.24391  O46 1.406, H55 1.098, H56 1.094, H57 1.091
48 H 0.05116 2.12530 -5.89385  C42 1.091
49 H -1.22849 2.23565 -4.66483  C42 1.094
50 H 0.43597 2.72341 -4.26450  C42 1.098
51 H -0.54620 1.19431 -2.57939  C44 1.093
52 H 0.37193 -0.30260 -2.69702  C44 1.092
53 H -1.95249 -0.79035 -2.28935  C45 1.090
54 H -1.49112 -1.40565 -3.88046  C45 1.095
55 H -3.41670 -0.97620 -5.38456  C47 1.098
56 H -1.98427 -0.00480 -5.80425  C47 1.094
57 H -3.57402 0.77409 -5.64533  C47 1.091
58 C 5.89852 2.76463 -2.55318  O59 1.417, H64 1.088, H65 1.092, H66 1.096
59 O 7.02833 1.94700 -2.30430  C58 1.417, C60 1.416
60 C 7.37787 1.85692 -0.93515  O59 1.416, C61 1.513, H67 1.095, H68 1.095
61 C 6.84725 0.59607 -0.28757  C60 1.513, O62 1.413, H69 1.095, H70 1.095
62 O 5.43519 0.57516 -0.25293  C61 1.413, C63 1.419
63 C 4.83601 -0.21340 -1.26950  O62 1.419, H71 1.095, H72 1.092, H73 1.088
64 H 5.57902 2.57426 -3.57600  C58 1.088
65 H 5.07425 2.53169 -1.87601  C58 1.092
66 H 6.15681 3.82538 -2.45442  C58 1.096
67 H 7.01013 2.73224 -0.38873  C60 1.095
68 H 8.47108 1.85479 -0.87451  C60 1.095
69 H 7.20477 0.55833 0.74691  C61 1.095
70 H 7.23433 -0.28457 -0.81118  C61 1.095
71 H 4.93032 -1.27948 -1.03831  C63 1.095
72 H 5.28376 -0.01543 -2.24579  C63 1.092
73 H 3.77946 0.04640 -1.30086  C63 1.088

Its LUMO energy is 2.226 eV. As for the total charge: -1. The value obtained for the total energy is -2823.28967 Ha.

2.
Entry from the OMol25 dataset: a cluster of 2 separate species, C20H38N4O4P in total in a non-equilibrium geometry (ωB97M-V/def2-TZVPD).

Bonds (Å) are listed after each position.
Geometry (Å):
1 C -1.41362 4.79967 -5.59243  C2 1.601, H21 1.121, H22 1.117, H23 1.125
2 C -0.62959 4.16482 -4.34876  C1 1.601, N3 1.506, H24 1.128, H25 1.120
3 N -0.03175 2.87118 -4.83589  C2 1.506, C4 1.492, C16 1.420
4 C -1.15277 1.89204 -4.94145  N3 1.492, C5 1.569, H26 1.130, H27 1.125
5 C -0.72866 0.42297 -4.59019  C4 1.569, C6 1.567, H28 1.121, H29 1.129
6 C 0.09292 0.29264 -3.26186  C5 1.567, N7 1.491, H30 1.124, H31 1.130
7 N 0.92462 1.48237 -2.92284  C6 1.491, C8 1.500, C16 1.424
8 C 0.54962 2.11849 -1.61735  N7 1.500, C9 1.576, H32 1.124, H33 1.123
9 C 1.44405 1.43495 -0.51444  C8 1.576, C10 1.456, C15 1.479
10 C 0.99557 0.32234 0.31044  C9 1.456, C11 1.459, H34 1.123
11 C 1.83339 -0.34167 1.30375  C10 1.459, C12 1.477, H35 1.119
12 C 3.22528 0.10720 1.50791  C11 1.477, C13 1.561, C14 1.479
13 C 4.12295 -0.59503 2.57407  C12 1.561, H36 1.129, H37 1.125, H38 1.126
14 C 3.69953 1.24579 0.69228  C12 1.479, C15 1.464, H39 1.119
15 C 2.83394 1.89197 -0.29582  C9 1.479, C14 1.464, H40 1.123
16 C 1.01424 2.42953 -3.98303  N3 1.420, N7 1.424, N17 1.323
17 N 2.19648 2.99604 -4.16275  C16 1.323, P18 1.790, H41 1.030
18 P 2.55869 4.24950 -5.38873  N17 1.790, O19 1.697, O20 1.675
19 O 4.03623 4.96149 -4.95395  P18 1.697, H42 0.983
20 O 2.73428 3.56948 -6.90930  P18 1.675, H43 0.979
21 H -1.16909 5.88402 -5.73533  C1 1.121
22 H -2.50122 4.60590 -5.42472  C1 1.117
23 H -1.03097 4.28012 -6.51456  C1 1.125
24 H 0.16144 4.91144 -4.04923  C2 1.128
25 H -1.28425 4.01125 -3.45305  C2 1.120
26 H -1.46020 1.88049 -6.02833  C4 1.130
27 H -2.07344 2.20091 -4.37447  C4 1.125
28 H -0.23254 -0.03242 -5.48649  C5 1.121
29 H -1.68657 -0.15292 -4.43348  C5 1.129
30 H -0.53903 0.02460 -2.37171  C6 1.124
31 H 0.80991 -0.57065 -3.39441  C6 1.130
32 H 0.86995 3.19562 -1.62487  C8 1.124
33 H -0.54240 1.97995 -1.39730  C8 1.123
34 H -0.04946 -0.07331 0.19898  C10 1.123
35 H 1.47895 -1.20723 1.91876  C11 1.119
36 H 3.49850 -0.79173 3.49388  C13 1.129
37 H 4.49914 -1.59967 2.23686  C13 1.125
38 H 4.98592 0.06623 2.86533  C13 1.126
39 H 4.75138 1.59168 0.85483  C14 1.119
40 H 3.22614 2.75179 -0.90253  C15 1.123
41 H 2.95326 2.70126 -3.52866  N17 1.030
42 H 4.39935 4.38143 -4.24849  O19 0.983
43 H 3.00336 2.62861 -6.88397  O20 0.979
44 C -0.22464 -1.36489 4.45341  O45 1.419, H53 1.091, H54 1.093, H55 1.094
45 O -0.50204 -2.41053 3.53568  C44 1.419, C46 1.429
46 C -0.01347 -3.68566 3.95769  O45 1.429, C47 1.525, H56 1.094, H57 1.094
47 C -1.16121 -4.60990 4.34908  C46 1.525, N48 1.460, H58 1.094, H59 1.095
48 N -1.79441 -4.17463 5.59081  C47 1.460, C49 1.466, H60 1.011
49 C -3.07210 -4.83430 5.87409  N48 1.466, C50 1.532, H61 1.094, H62 1.095
50 C -4.21626 -4.64713 4.87204  C49 1.532, O51 1.422, H63 1.094, H64 1.096
51 O -4.73669 -3.32514 4.81641  C50 1.422, C52 1.416
52 C -3.99903 -2.43045 4.00391  O51 1.416, H65 1.093, H66 1.092, H67 1.093
53 H -0.45213 -0.41865 3.96069  C44 1.091
54 H -0.85648 -1.44233 5.34232  C44 1.093
55 H 0.82942 -1.36125 4.74617  C44 1.094
56 H 0.72422 -3.59726 4.76122  C46 1.094
57 H 0.49418 -4.12240 3.09208  C46 1.094
58 H -0.77435 -5.62511 4.47919  C47 1.094
59 H -1.87401 -4.61587 3.51726  C47 1.095
60 H -1.95439 -3.17703 5.55391  N48 1.011
61 H -3.41101 -4.44698 6.83901  C49 1.094
62 H -2.89096 -5.90508 6.01226  C49 1.095
63 H -5.04627 -5.27220 5.21377  C50 1.094
64 H -3.96603 -5.00729 3.86763  C50 1.096
65 H -3.55399 -2.92601 3.13705  C52 1.093
66 H -3.23511 -1.92087 4.59518  C52 1.092
67 H -4.68678 -1.66219 3.64242  C52 1.093

Its LUMO energy is -4.147 eV. As for the total charge: +1. The value obtained for the total energy is -1645.86703 Ha.

3.
Entry from the OMol25 dataset: a cluster of 3 separate species, C20H38O11 in total in a non-equilibrium geometry (ωB97M-V/def2-TZVPD).

Bonds (Å) are listed after each position.
Geometry (Å):
1 C -2.45004 0.44784 -2.95576  C2 1.495, H14 1.075, H15 1.081, H16 1.081
2 C -3.51236 1.45886 -2.66576  C1 1.495, O3 1.204, O4 1.370
3 O -3.44946 2.63892 -2.89559  C2 1.204
4 O -4.61497 0.88720 -2.08672  C2 1.370, C5 1.403
5 C -5.61015 1.82349 -1.76784  O4 1.403, O6 1.203, C7 1.498
6 O -5.67978 2.30612 -0.66789  C5 1.203
7 C -6.63549 2.03679 -2.83911  C5 1.498, C8 1.522, H17 1.082, H18 1.079
8 C -7.80834 1.10038 -2.58782  C7 1.522, C9 1.517, C12 1.506, H19 1.089
9 C -7.85519 -0.25803 -3.26205  C8 1.517, C10 1.549, H20 1.083, H21 1.077
10 C -9.26440 -0.69324 -2.78802  C9 1.549, O11 1.441, H22 1.082, H23 1.077
11 O -10.01732 0.52655 -2.63825  C10 1.441, C12 1.367
12 C -9.19853 1.58954 -2.89897  C8 1.506, O11 1.367, O13 1.205
13 O -9.58748 2.63573 -3.35385  C12 1.205
14 H -1.73405 0.93119 -3.59608  C1 1.075
15 H -2.92187 -0.41099 -3.41180  C1 1.081
16 H -2.01930 0.15024 -2.01013  C1 1.081
17 H -6.20332 1.85496 -3.81476  C7 1.082
18 H -6.95990 3.06542 -2.80065  C7 1.079
19 H -7.84371 0.87934 -1.52175  C8 1.089
20 H -7.88570 -0.18384 -4.34164  C9 1.083
21 H -7.08759 -0.91810 -2.89345  C9 1.077
22 H -9.15452 -1.18432 -1.83010  C10 1.082
23 H -9.81903 -1.27391 -3.50574  C10 1.077
24 C 5.32377 2.65720 -2.90989  O25 1.409, H33 1.096, H34 1.088, H35 1.096
25 O 4.06143 2.90133 -2.33282  C24 1.409, C26 1.417
26 C 2.99228 2.81112 -3.25825  O25 1.417, C27 1.512, H36 1.096, H37 1.098
27 C 1.72835 2.29820 -2.60528  C26 1.512, O28 1.421, H38 1.093, H39 1.091
28 O 1.73930 0.90936 -2.30422  C27 1.421, C29 1.421
29 C 2.53648 0.46654 -1.21459  O28 1.421, C30 1.512, H40 1.091, H41 1.093
30 C 2.00897 0.83977 0.15235  C29 1.512, O31 1.419, H42 1.097, H43 1.096
31 O 2.24116 2.20853 0.44504  C30 1.419, C32 1.410
32 C 1.23500 2.78432 1.24779  O31 1.410, H44 1.096, H45 1.088, H46 1.096
33 H 5.62095 3.47337 -3.57790  C24 1.096
34 H 6.04597 2.58572 -2.09865  C24 1.088
35 H 5.33044 1.71272 -3.46572  C24 1.096
36 H 3.25841 2.15020 -4.09057  C26 1.096
37 H 2.79418 3.81435 -3.65928  C26 1.098
38 H 0.92159 2.41960 -3.33239  C27 1.093
39 H 1.46316 2.89166 -1.72947  C27 1.091
40 H 3.57631 0.77370 -1.33155  C29 1.091
41 H 2.51055 -0.62368 -1.28041  C29 1.093
42 H 2.53191 0.23424 0.90328  C30 1.097
43 H 0.93842 0.60955 0.19894  C30 1.096
44 H 0.24283 2.63720 0.80567  C32 1.096
45 H 1.43300 3.85275 1.30577  C32 1.088
46 H 1.24277 2.36548 2.26045  C32 1.096
47 C 3.28877 0.21860 3.65265  O48 1.410, H56 1.096, H57 1.089, H58 1.096
48 O 3.51711 -1.13334 3.32195  C47 1.410, C49 1.417
49 C 4.89094 -1.45295 3.18142  O48 1.417, C50 1.512, H59 1.095, H60 1.099
50 C 5.17665 -2.87560 3.60565  C49 1.512, O51 1.418, H61 1.093, H62 1.091
51 O 5.14959 -3.09192 5.00635  C50 1.418, C52 1.419
52 C 3.89172 -3.14268 5.66015  O51 1.419, C53 1.512, H63 1.091, H64 1.092
53 C 3.09613 -4.40228 5.40334  C52 1.512, O54 1.418, H65 1.098, H66 1.096
54 O 2.50910 -4.39473 4.11304  C53 1.418, C55 1.409
55 C 2.39579 -5.67942 3.54587  O54 1.409, H67 1.096, H68 1.088, H69 1.096
56 H 3.52204 0.87398 2.80554  C47 1.096
57 H 2.23374 0.32177 3.90228  C47 1.089
58 H 3.88115 0.52331 4.52244  C47 1.096
59 H 5.50731 -0.77062 3.77670  C49 1.095
60 H 5.17032 -1.34089 2.12462  C49 1.099
61 H 6.20639 -3.09379 3.31278  C50 1.093
62 H 4.53102 -3.58037 3.07876  C50 1.091
63 H 3.29591 -2.25300 5.45080  C52 1.091
64 H 4.13553 -3.12945 6.72480  C52 1.092
65 H 2.29385 -4.46649 6.15076  C53 1.098
66 H 3.75400 -5.27036 5.52331  C53 1.096
67 H 3.36246 -6.19617 3.53851  C55 1.096
68 H 2.06130 -5.55561 2.51770  C55 1.088
69 H 1.66451 -6.29138 4.08598  C55 1.096

Its LUMO energy is 0.513 eV. The SMILES is CC(=O)OC(=O)C[C@@H]1CCOC1=O.COCCOCCOC.COCCOCCOC. As for the total charge: 0. The value obtained for the total energy is -1612.39337 Ha.